Record 1
ORCA calculation (ωB97M-V/def2-TZVPD) on a cluster of 11 separate species, C22H66O11S11 in total at a distorted geometry.

XYZ file:
```
110
Properties=species:S:1:pos:R:3:forces:R:3
C 1.13068 -1.04662 -0.58469 -0.52 -0.01 0.25
S -0.13988 0.14557 -1.14938 -1.97 0.40 1.32
O -1.52633 -0.49289 -1.03341 1.95 0.36 -0.29
C -0.08140 1.25391 0.36076 0.79 -0.55 0.77
H 1.01299 -1.17306 0.49153 0.15 -0.09 -0.05
H 2.13965 -0.73414 -0.85383 -0.13 0.28 0.06
H 0.92593 -1.99517 -1.08111 -0.16 0.12 -0.07
H -0.20631 0.67254 1.27427 -0.09 -0.79 -0.25
H -0.83650 2.02164 0.52962 -0.10 0.04 -1.22
H 0.91219 1.67748 0.50723 0.09 0.24 -0.51
C -0.32484 -4.83063 6.62835 -0.44 0.82 -1.29
S 0.25909 -4.88498 4.85129 1.80 -1.30 1.09
O 1.22558 -6.00443 4.60069 -0.01 0.61 0.26
C -1.22598 -5.57301 4.18435 0.01 -0.15 0.86
H -0.86466 -3.91433 6.38943 -0.74 0.21 0.79
H 0.35036 -4.56220 7.44084 0.47 -0.32 -0.53
H -1.01820 -5.62827 6.89505 0.24 -0.07 -0.10
H -1.94715 -4.75576 4.17338 -0.38 -0.48 -0.65
H -1.48711 -6.38576 4.86212 -0.39 0.09 -0.05
H -0.85330 -6.05720 3.28171 -0.56 0.60 -0.38
C 6.76092 4.86473 3.37199 -0.04 -0.32 -0.99
S 7.94121 6.16762 3.82413 -1.08 0.17 2.97
O 8.08307 5.77811 5.31441 0.50 0.79 -2.13
C 9.42468 5.64891 2.95810 -0.22 -1.48 0.00
H 7.32521 3.93950 3.48872 -0.29 -0.12 0.03
H 6.28862 4.92592 2.39155 0.66 0.15 -0.48
H 5.87064 4.86813 4.00087 0.61 0.37 0.71
H 10.36581 5.92171 3.43555 -0.43 0.57 0.19
H 9.40323 5.93056 1.90534 -0.09 0.08 0.10
H 9.35379 4.56702 3.07038 0.38 -0.22 -0.38
C 9.84381 2.08144 -1.58793 -0.23 1.13 -0.04
S 8.32287 1.60948 -2.62231 0.62 0.04 0.77
O 7.53356 0.60078 -1.83980 0.47 0.77 -0.41
C 7.38193 3.19247 -2.48806 -0.36 0.06 0.81
H 9.97284 3.16334 -1.61842 -0.47 0.25 -0.08
H 10.82947 1.78193 -1.94410 -0.45 -0.92 -0.40
H 9.74844 1.84000 -0.52929 -0.40 -0.41 -0.18
H 7.91832 4.14079 -2.45530 0.52 -0.32 -0.42
H 6.85298 3.15867 -1.53560 0.01 -0.33 0.15
H 6.60648 3.24415 -3.25231 0.27 -0.28 -0.20
C -2.79524 -4.69877 -5.15046 0.53 1.91 -0.53
S -2.22771 -5.89480 -6.40591 -2.08 -1.85 0.74
O -3.43249 -6.82034 -6.70715 2.04 1.84 0.09
C -1.97877 -4.71947 -7.76850 -1.29 0.08 0.48
H -3.27078 -4.93789 -4.19924 0.08 -1.05 -0.46
H -3.38784 -3.91644 -5.62468 -0.62 -0.35 -0.26
H -1.92810 -4.08966 -4.89519 0.53 -0.30 0.19
H -1.45415 -3.83369 -7.41034 0.71 -0.41 -0.19
H -2.95546 -4.32503 -8.04884 -0.22 -0.30 -0.16
H -1.56951 -5.31001 -8.58818 0.33 0.43 0.12
C 4.20818 -7.49036 -1.23581 -1.19 -0.27 -1.31
S 3.50380 -8.71377 -2.56932 -0.29 1.86 -1.34
O 3.15707 -7.97336 -3.89208 0.90 -0.90 2.59
C 1.90857 -9.05635 -1.83679 -0.01 -0.03 1.01
H 5.10496 -7.10626 -1.72197 0.14 -0.25 0.41
H 4.32117 -7.96213 -0.25972 0.43 -0.37 -0.34
H 3.52487 -6.65600 -1.07749 -0.20 -0.03 -0.35
H 2.07353 -9.63079 -0.92525 0.14 -0.42 -0.09
H 1.32502 -9.63502 -2.55282 0.09 0.17 0.05
H 1.38463 -8.17608 -1.46430 0.01 0.26 -0.63
C -10.99463 0.86262 -1.02509 0.51 -0.09 -1.16
S -9.65198 1.66659 -0.07754 -0.84 0.87 0.86
O -10.18852 2.02805 1.31584 1.08 -1.28 -1.97
C -8.46945 0.25280 -0.07013 -0.64 -0.32 1.20
H -11.87642 1.50055 -1.08503 -0.06 -0.16 0.89
H -11.17187 -0.20446 -0.89086 -0.26 0.19 0.89
H -10.70241 0.88176 -2.07501 0.66 0.19 -0.17
H -8.27918 -0.17392 -1.05492 -0.19 0.33 -0.04
H -8.90483 -0.49454 0.59324 -0.22 -0.26 -0.19
H -7.53846 0.50728 0.43641 -0.03 0.55 -0.33
C -4.45980 -1.04329 9.01707 0.57 0.11 -0.62
S -3.86684 0.52605 8.24410 0.62 0.88 1.09
O -2.39090 0.40010 7.94001 -1.37 -0.55 0.03
C -4.76398 0.47878 6.71021 0.63 -1.81 -0.60
H -5.53519 -1.18888 9.11934 -0.06 0.64 -0.07
H -3.98565 -1.03440 9.99849 -0.01 -0.22 -0.11
H -4.10169 -1.85558 8.38459 0.30 -0.09 0.16
H -5.80784 0.76532 6.83806 0.29 0.34 -0.26
H -4.68584 -0.56111 6.39300 -0.57 -0.40 0.05
H -4.14027 0.89591 5.91958 -0.41 1.10 0.33
C -2.01200 6.62136 -2.75221 -0.70 -0.44 -0.69
S -1.45109 7.86399 -1.54500 0.28 -0.81 -0.66
O -0.05176 7.45327 -1.21883 -0.46 0.53 -0.09
C -1.45139 9.19442 -2.81268 0.20 -0.15 0.03
H -1.15870 6.26055 -3.32646 0.20 0.61 -0.13
H -2.77580 7.08087 -3.37956 0.26 0.20 -0.29
H -2.50230 5.69107 -2.46539 0.12 0.21 1.19
H -2.47736 9.38686 -3.12644 -0.11 0.13 0.42
H -0.92814 8.92173 -3.72917 0.34 -0.26 0.23
H -0.98755 10.07391 -2.36606 -0.14 -0.03 -0.02
C 5.45440 -3.63880 -6.52902 0.80 -0.98 -0.31
S 6.63756 -3.80378 -7.97547 1.10 -0.36 1.29
O 7.91053 -3.10971 -7.58290 -0.88 0.22 -0.20
C 7.07089 -5.55769 -7.70316 -1.33 -0.91 -1.09
H 4.45573 -4.00588 -6.76565 -0.06 0.47 -0.36
H 5.51525 -2.61411 -6.16238 -0.16 -0.12 -0.22
H 5.81929 -4.34878 -5.78680 0.20 0.37 0.25
H 6.35332 -6.14629 -8.27477 -0.65 0.02 0.03
H 6.99006 -5.95485 -6.69132 0.48 0.53 0.10
H 7.95977 -5.86290 -8.25527 0.50 0.75 0.51
C -8.72395 7.68408 4.29380 -0.03 -1.11 -0.79
S -7.14217 7.01321 5.00096 -0.60 -1.76 -0.52
O -7.48458 5.78634 5.81916 0.03 1.27 -0.33
C -6.38321 6.19793 3.48675 -0.14 0.86 -0.19
H -9.51171 7.63588 5.04560 0.51 0.89 0.51
H -9.19775 7.04979 3.54462 0.62 -0.65 -0.22
H -8.53858 8.60337 3.73824 -0.06 0.39 0.74
H -6.31315 5.14175 3.74693 -0.01 0.20 0.12
H -5.41076 6.63742 3.26472 0.16 -0.11 0.43
H -6.93354 6.32364 2.55432 -0.48 -0.01 0.25
```
Forces are in eV/Å.

The value obtained for the calculated total energy is -6084.93343 Eh. Its molecular weight is 859.5 g/mol. As for the frontier orbital gap: 0.327 hartree. For the LUMO energy, the calculation gives 0.1 eV. The HOMO energy comes out at -8.83 eV. The energy above the lowest of the compared OMol25 structures with the same formula, charge and spin comes out at 665.5 kJ/mol.

=====

Record 2
ORCA calculation (ωB97M-V/def2-TZVPD) on a structure of composition C20H28GdN2Si at a distorted geometry.

XYZ file:
```
52
Properties=species:S:1:pos:R:3:forces:R:3
C -2.62558 -0.46446 1.67331 -0.96 -1.10 -0.31
C -2.45239 -0.83260 0.30144 -1.13 -0.97 0.52
C -2.00933 -2.19094 0.25764 -1.30 0.00 0.49
H -2.67221 -0.22018 -0.56382 0.18 -0.01 0.10
C -1.90459 -2.67089 1.60280 -1.79 0.35 -0.29
C -2.29087 -1.60524 2.47761 -1.68 -0.65 -0.68
H -2.44131 -1.69428 3.55317 0.20 0.06 -0.33
H -3.02412 0.48472 2.02235 0.24 -0.19 -0.01
H -1.82575 -2.75727 -0.65020 0.09 0.12 0.24
H -1.67016 -3.69092 1.89031 0.02 0.24 -0.02
Gd -0.25504 -0.90271 1.33999 4.55 2.25 -1.55
C 3.03358 0.57178 -2.60143 1.90 1.08 -1.64
H 3.07797 -0.45718 -2.30486 -0.71 -0.32 0.48
H 2.92194 0.58081 -3.67582 -0.01 0.19 -0.36
H 2.32890 1.35996 -2.21833 1.17 -0.08 -1.04
Si 1.27911 0.55746 -1.23044 -4.09 -1.43 3.28
C 0.66058 2.24774 -0.71221 1.25 -0.53 -0.63
C -0.69334 2.59156 -0.60746 0.11 0.87 -0.03
H -1.47006 1.83467 -0.67588 0.16 0.05 -0.01
C -1.03947 3.93578 -0.42726 0.60 -0.32 -0.03
H -2.09107 4.20034 -0.31385 0.33 0.10 -0.06
C -0.02415 4.90958 -0.38239 -0.05 -0.27 0.20
H -0.29601 5.94135 -0.20764 0.00 0.06 -0.12
C 1.33032 4.56537 -0.49083 -0.48 -0.12 0.32
H 2.11374 5.31163 -0.43021 -0.18 0.10 -0.03
C 1.67523 3.22989 -0.63797 -0.68 0.01 -0.07
H 2.72357 2.93499 -0.72994 -0.23 0.18 0.04
C 0.16702 -0.28857 -2.45949 1.11 0.44 -0.12
C -0.37335 0.54739 -3.46398 -0.12 -0.37 0.24
H -0.21700 1.63074 -3.41615 -0.09 -0.37 -0.05
C -1.12382 -0.01102 -4.49121 -0.05 -0.28 0.40
H -1.59755 0.63860 -5.22078 0.09 -0.20 -0.03
C -1.30188 -1.39803 -4.52961 -0.02 -0.30 0.19
H -1.93835 -1.83707 -5.28826 0.10 0.05 -0.07
C -0.70849 -2.24730 -3.57875 0.04 0.74 0.22
H -0.85051 -3.32408 -3.59790 -0.03 0.16 -0.23
C 0.03837 -1.68334 -2.54222 -0.31 0.12 -0.47
H 0.50858 -2.31785 -1.78721 -0.15 0.11 -0.16
H 2.19325 -0.11182 -0.29111 0.39 0.18 -0.21
H 3.99535 0.98214 -2.31036 0.27 0.19 -0.06
N -0.06538 -0.13856 3.65185 0.80 0.16 2.12
C 0.96437 -0.88604 4.50449 -0.39 0.85 -0.52
C 0.92225 -2.36675 4.18765 0.43 -0.62 -0.46
N 0.86571 -2.60419 2.70295 0.44 -0.33 0.96
H 0.16045 0.86295 3.66535 0.09 -0.34 0.02
H -0.95919 -0.18211 4.14479 0.18 -0.07 -0.26
H 1.94639 -0.47579 4.24401 -0.13 -0.06 -0.01
H 0.82032 -0.70050 5.58223 0.00 -0.16 -0.42
H 1.82772 -2.85154 4.57871 -0.31 0.15 0.21
H 0.06291 -2.85165 4.64935 -0.08 0.06 -0.10
H 0.49918 -3.52841 2.48830 -0.07 0.12 0.25
H 1.80416 -2.62815 2.31925 0.29 0.07 0.12
```
Forces are in eV/Å.

The value obtained for the calculated total energy is -1943.19884 Eh. As for the expectation value of S²: 16.59. Its molecular weight is 481.8 g/mol. As for the frontier orbital gap (spin up / spin down): 0.216 / 0.171 hartree. For the LUMO energy (spin up / spin down), the calculation gives -2.5 / -2.7 eV. The HOMO energy (spin up / spin down) comes out at -8.41 / -7.39 eV. The total charge is +1. As for the spin multiplicity: 8.

=====

Record 3
ORCA calculation (ωB97M-V/def2-TZVPD) on a structure of composition C14H32IrN3O8P2Sb at a distorted geometry.

XYZ file:
```
61
Properties=species:S:1:pos:R:3:forces:R:3
Ir 0.37117 -0.31256 0.36402 0.99 0.60 -1.39
N -2.04778 2.94281 1.08832 -0.02 0.16 0.15
C -0.65931 3.39566 0.63887 0.13 -0.03 -0.02
C -0.60037 4.91079 0.67634 0.08 -0.01 -0.17
P 0.48885 2.56989 1.86089 -0.38 0.28 -0.29
O 1.90897 2.42552 1.15158 0.06 0.15 0.01
O 0.52486 3.33632 3.11010 -0.17 -0.10 0.06
O -0.14731 1.17269 1.79583 0.81 -0.41 0.43
P -0.50039 2.62412 -1.03297 -0.18 0.05 0.12
O -1.79851 3.26981 -1.74785 -0.01 -0.08 0.02
O 0.76102 3.03021 -1.66583 0.02 0.01 -0.08
O -0.89097 1.17264 -0.81329 -0.25 -0.58 0.21
H -2.41088 3.55506 1.82035 0.03 -0.04 0.05
H -1.94545 1.98540 1.44623 -0.01 -0.04 -0.09
H -2.69359 2.93914 0.29326 -0.02 0.10 0.02
H -0.63273 5.26834 1.70660 -0.02 0.00 0.00
H -1.41133 5.35748 0.09803 0.01 0.00 -0.01
H 0.33969 5.24167 0.23557 0.00 0.00 0.00
H 2.52940 3.09086 1.48011 -0.01 0.01 0.01
H -1.56456 3.82545 -2.50140 0.01 0.04 0.03
C -2.82379 -2.21801 4.55908 0.00 0.01 0.00
N -1.90592 -2.22159 3.42558 -0.02 0.05 0.01
C -1.22151 -3.30562 2.93745 0.00 -0.05 -0.06
C -0.45463 -2.85018 1.91232 0.04 0.03 0.05
N -0.66885 -1.50011 1.77897 -0.49 0.21 -0.11
C -1.54167 -1.15104 2.70487 0.03 -0.07 0.01
H -2.98655 -3.24428 4.87394 -0.01 0.00 0.00
H -3.77655 -1.78361 4.26601 0.00 0.00 0.00
H -2.39797 -1.65446 5.38633 0.00 -0.01 0.00
H -1.34713 -4.29197 3.34724 0.03 0.01 0.03
H 0.23429 -3.37315 1.27358 -0.04 -0.02 -0.02
H -1.88806 -0.15087 2.88932 -0.01 -0.01 0.03
O 2.81686 -1.35608 1.66712 0.04 0.07 -0.03
C 1.88458 -0.95926 1.15555 -0.55 -0.48 0.36
C -0.80391 -3.81013 -1.49244 0.09 -0.01 -0.02
C -0.83477 -2.29248 -1.62981 -0.04 0.28 -0.13
C -2.13320 -1.74262 -1.04309 -0.03 -0.01 0.04
C -0.76485 -1.90562 -3.10840 -0.01 0.02 0.02
O 0.36895 -1.76745 -1.03070 -0.18 -0.31 0.38
H -1.62999 -4.25969 -2.04604 0.01 0.00 -0.02
H -0.89395 -4.11599 -0.45098 -0.03 0.00 0.00
H 0.13261 -4.20358 -1.89040 0.00 0.00 0.00
H -2.97442 -2.13520 -1.61635 0.01 -0.02 0.00
H -2.16798 -0.65535 -1.11140 -0.01 -0.01 0.00
H -2.27374 -2.05032 -0.00723 -0.01 -0.02 -0.01
H -1.64577 -2.24995 -3.65237 0.00 -0.01 0.00
H 0.11536 -2.35166 -3.57197 0.00 0.01 -0.01
H -0.70536 -0.81840 -3.20211 -0.02 0.00 -0.01
C 4.09600 0.64329 -0.52168 -0.01 0.00 -0.01
Sb 2.27497 0.21606 -1.55256 0.42 0.38 0.75
C 2.72771 1.58332 -3.10655 -0.30 -0.16 -0.26
C 2.88682 -1.61908 -2.39825 0.00 -0.02 -0.08
H 4.89452 0.72438 -1.25807 -0.02 0.00 -0.03
H 4.35462 -0.13526 0.18983 0.02 -0.01 0.01
H 3.99548 1.58988 0.00138 0.03 0.01 0.01
H 3.72283 1.29698 -3.44611 -0.02 -0.06 0.02
H 2.71354 2.57893 -2.68592 0.02 0.05 0.01
H 2.01800 1.51775 -3.92680 -0.02 0.04 0.02
H 3.93469 -1.51914 -2.67975 0.00 0.02 0.00
H 2.28943 -1.84714 -3.27632 -0.01 -0.01 0.01
H 2.75855 -2.41259 -1.66804 0.00 0.00 0.00
```
Forces are in eV/Å.

The value obtained for the calculated total energy is -2346.15451 Eh. Its molecular weight is 746.3 g/mol. As for the frontier orbital gap: 0.311 hartree. For the LUMO energy, the calculation gives -2.9 eV. The HOMO energy comes out at -11.33 eV. The total charge is +1. The energy above the lowest of the compared OMol25 structures with the same formula, charge and spin comes out at 75.8 kJ/mol.